Here is a structure of composition C16H22N4PdS3Se from the OMol25 dataset. Energies are from ωB97M-V/def2-TZVPD.

Its HOMO energy is -6.76 eV. For the energy, the calculation gives -124243.2772 eV. As for the HOMO-LUMO gap: 6.1 eV.

Each line ends with the Mulliken charge.
Geometry (Å):
1 Pd 0.11771 0.00416 -0.90071  0.36
2 C -2.26973 -1.64682 2.76171  -1.63
3 C -1.56536 -1.44552 1.44087  0.48
4 S -0.91542 0.16574 1.13957  -0.40
5 C -1.42099 -2.38940 0.56702  0.53
6 C -1.80121 -3.81943 0.81597  -1.45
7 S -0.82312 -2.03145 -1.05190  -0.34
8 H -2.21019 -0.74310 3.37062  0.41
9 H -1.81094 -2.45703 3.33192  0.36
10 H -3.32253 -1.89956 2.62408  0.32
11 H -2.11656 -3.98997 1.84328  0.40
12 H -0.95285 -4.47742 0.60112  0.29
13 H -2.61911 -4.13796 0.16002  0.27
14 C -1.13921 1.16587 -4.38711  -0.92
15 N -1.96866 1.05763 -3.21345  0.28
16 C -3.26556 0.39517 -3.24323  -0.61
17 C -3.73151 0.53086 -1.79071  -0.36
18 N -2.91936 1.65165 -1.32873  -0.17
19 C -1.82382 1.79015 -2.10503  0.01
20 S -0.47980 2.71497 -1.67335  -0.36
21 H -1.06166 0.18683 -4.85954  0.31
22 H -0.14832 1.49675 -4.08256  0.25
23 H -1.56020 1.87668 -5.10278  0.31
24 H -3.14890 -0.64885 -3.53560  0.36
25 H -3.93625 0.89123 -3.95283  0.33
26 H -3.49092 -0.37293 -1.22166  0.07
27 H -4.79461 0.74899 -1.70918  0.32
28 H -2.79857 1.84137 -0.34271  0.36
29 C 2.80598 -1.77180 0.58655  -1.06
30 N 2.84428 -0.32658 0.47753  0.32
31 C 2.43096 0.38003 -0.59530  -0.32
32 Se 2.17133 -0.26302 -2.33534  -0.27
33 N 2.57160 1.69102 -0.28534  0.06
34 C 2.96280 1.83467 1.03130  0.42
35 C 3.15932 2.94585 1.83498  -0.88
36 C 3.55661 2.71026 3.13916  -0.50
37 C 3.74260 1.41290 3.62431  -0.64
38 C 3.53700 0.30334 2.82395  -0.71
39 C 3.14566 0.53903 1.51543  0.89
40 H 2.27467 -2.16866 -0.27890  0.32
41 H 2.26510 -2.04553 1.49211  0.37
42 H 3.81694 -2.17824 0.61619  0.31
43 H 2.24771 2.40694 -0.91783  0.30
44 H 3.00378 3.94842 1.46223  0.42
45 H 3.71981 3.55005 3.80001  0.38
46 H 4.04807 1.27225 4.65178  0.39
47 H 3.67342 -0.69958 3.20207  0.43

***

Here is a structure of composition C16H23AsN9NaOS from the OMol25 dataset. Energies are from ωB97M-V/def2-TZVPD.

Its HOMO energy is -8.05 eV. For the energy, the calculation gives -108514.2058 eV. As for the HOMO-LUMO gap: 8.0 eV.

Each line ends with the Mulliken charge.
Geometry (Å):
1 Na -0.39166 -0.66994 -1.14810  0.69
2 N 3.59932 -0.74517 0.63946  -0.04
3 C 4.22879 -0.76053 -0.58234  -0.23
4 C 3.23156 -0.86259 -1.50155  -0.84
5 N 2.01208 -0.90367 -0.87550  -0.04
6 C 2.26373 -0.82001 0.40907  -0.01
7 C 1.24235 -0.76969 1.44956  -0.22
8 N -0.04919 -0.78084 1.21796  0.44
9 C -0.65826 -0.64990 2.43792  -0.59
10 C 0.28108 -0.56557 3.41941  -0.81
11 N 1.49357 -0.65744 2.77817  0.02
12 H 4.05819 -0.58987 1.51855  0.18
13 H 5.29766 -0.69792 -0.67611  0.44
14 H 3.32153 -0.91294 -2.57308  0.43
15 H -1.73055 -0.61281 2.53753  0.49
16 H 0.20742 -0.44866 4.48531  0.44
17 H 2.38779 -0.54728 3.22038  0.17
18 S 1.73980 2.41760 1.10485  -0.34
19 C 0.71988 3.52740 0.35180  -0.02
20 N 1.09026 4.17204 -0.76909  -0.13
21 C 0.18136 4.96866 -1.58477  -0.59
22 C -0.83145 5.64569 -0.67947  -0.63
23 C -1.50509 4.60159 0.19146  -0.46
24 N -0.48029 3.82642 0.87837  -0.10
25 H 1.93224 3.80778 -1.18087  0.24
26 H -0.32254 4.32771 -2.31163  0.28
27 H 0.76947 5.70942 -2.12681  0.39
28 H -1.57422 6.17048 -1.27948  0.38
29 H -0.32758 6.37851 -0.04551  0.29
30 H -2.13299 3.94370 -0.41532  0.09
31 H -2.13933 5.06970 0.94342  0.44
32 H -0.73589 3.26130 1.67103  0.23
33 O -2.44447 -1.19741 -1.85363  -0.54
34 N -3.11578 -0.72181 -0.90121  -0.22
35 C -2.88269 0.55743 -0.57379  0.42
36 C -1.96623 1.37502 -1.28929  0.71
37 N -1.18338 1.97709 -1.88818  -0.50
38 C -3.54078 1.07812 0.57623  -0.09
39 N -4.04040 1.54312 1.50448  -0.56
40 C -1.82562 -4.07322 0.53266  -1.08
41 As -0.42959 -3.70527 -0.78255  0.39
42 C -1.01061 -4.95905 -2.16812  -1.14
43 C 1.01330 -4.79680 -0.03085  -1.14
44 H -1.99424 -5.14432 0.64617  0.42
45 H -2.74091 -3.58490 0.19906  0.34
46 H -1.53529 -3.64445 1.49170  0.30
47 H -1.15078 -5.95831 -1.75472  0.35
48 H -0.27068 -4.99740 -2.96649  0.35
49 H -1.95187 -4.60079 -2.58342  0.34
50 H 0.68951 -5.82155 0.15441  0.41
51 H 1.34859 -4.35510 0.90854  0.29
52 H 1.85289 -4.80357 -0.72561  0.35

***

What did the first record say?
Here is a structure of composition C16H22N4PdS3Se from the OMol25 dataset. Energies are from ωB97M-V/def2-TZVPD.

Its HOMO energy is -6.76 eV. For the energy, the calculation gives -124243.2772 eV. As for the HOMO-LUMO gap: 6.1 eV.

Each line ends with the Mulliken charge.
Geometry (Å):
1 Pd 0.11771 0.00416 -0.90071  0.36
2 C -2.26973 -1.64682 2.76171  -1.63
3 C -1.56536 -1.44552 1.44087  0.48
4 S -0.91542 0.16574 1.13957  -0.40
5 C -1.42099 -2.38940 0.56702  0.53
6 C -1.80121 -3.81943 0.81597  -1.45
7 S -0.82312 -2.03145 -1.05190  -0.34
8 H -2.21019 -0.74310 3.37062  0.41
9 H -1.81094 -2.45703 3.33192  0.36
10 H -3.32253 -1.89956 2.62408  0.32
11 H -2.11656 -3.98997 1.84328  0.40
12 H -0.95285 -4.47742 0.60112  0.29
13 H -2.61911 -4.13796 0.16002  0.27
14 C -1.13921 1.16587 -4.38711  -0.92
15 N -1.96866 1.05763 -3.21345  0.28
16 C -3.26556 0.39517 -3.24323  -0.61
17 C -3.73151 0.53086 -1.79071  -0.36
18 N -2.91936 1.65165 -1.32873  -0.17
19 C -1.82382 1.79015 -2.10503  0.01
20 S -0.47980 2.71497 -1.67335  -0.36
21 H -1.06166 0.18683 -4.85954  0.31
22 H -0.14832 1.49675 -4.08256  0.25
23 H -1.56020 1.87668 -5.10278  0.31
24 H -3.14890 -0.64885 -3.53560  0.36
25 H -3.93625 0.89123 -3.95283  0.33
26 H -3.49092 -0.37293 -1.22166  0.07
27 H -4.79461 0.74899 -1.70918  0.32
28 H -2.79857 1.84137 -0.34271  0.36
29 C 2.80598 -1.77180 0.58655  -1.06
30 N 2.84428 -0.32658 0.47753  0.32
31 C 2.43096 0.38003 -0.59530  -0.32
32 Se 2.17133 -0.26302 -2.33534  -0.27
33 N 2.57160 1.69102 -0.28534  0.06
34 C 2.96280 1.83467 1.03130  0.42
35 C 3.15932 2.94585 1.83498  -0.88
36 C 3.55661 2.71026 3.13916  -0.50
37 C 3.74260 1.41290 3.62431  -0.64
38 C 3.53700 0.30334 2.82395  -0.71
39 C 3.14566 0.53903 1.51543  0.89
40 H 2.27467 -2.16866 -0.27890  0.32
41 H 2.26510 -2.04553 1.49211  0.37
42 H 3.81694 -2.17824 0.61619  0.31
43 H 2.24771 2.40694 -0.91783  0.30
44 H 3.00378 3.94842 1.46223  0.42
45 H 3.71981 3.55005 3.80001  0.38
46 H 4.04807 1.27225 4.65178  0.39
47 H 3.67342 -0.69958 3.20207  0.43